Entry 1:
{
  "formula": "C42H39As2N5V",
  "method": "wB97M-V/def2-TZVPD",
  "spin_multiplicity": 3,
  "e_above_lowest_kj_mol": 95.8,
  "total_charge": 3,
  "homo_energy_ev": [-15.7, -15.7],
  "s2": 2.020,
  "species": ["As", "As", "V", "N", "N", "N", "N", "N", "C", "C", "C", "C", "C", "C", "C", "C", "C", "C", "C", "C", "C", "C", "C", "C", "C", "C", "C", "C", "C", "C", "C", "C", "C", "C", "C", "C", "C", "C", "C", "C", "C", "C", "C", "C", "C", "C", "C", "C", "C", "C", "H", "H", "H", "H", "H", "H", "H", "H", "H", "H", "H", "H", "H", "H", "H", "H", "H", "H", "H", "H", "H", "H", "H", "H", "H", "H", "H", "H", "H", "H", "H", "H", "H", "H", "H", "H", "H", "H", "H"],
  "coordinates": [[-1.09458, 1.97675, 2.72401], [0.24229, -1.29452, 0.22394], [-0.47842, 1.00540, -0.79413], [-0.90762, 3.13954, -1.04528], [1.66599, 2.74816, -3.71277], [-2.21833, 0.91803, -1.73329], [0.65919, 1.33227, -2.35394], [-4.11952, 1.87130, -2.32552], [0.57663, -5.10034, -1.44460], [3.09295, -0.84297, 0.11588], [2.76878, -1.17331, -4.13228], [-5.23268, -0.15503, -3.37438], [-1.78154, 0.37882, 7.08953], [1.56182, 0.59518, -3.14528], [-3.01655, -0.06149, -2.35242], [-1.29476, 1.30776, 4.51805], [2.21079, 1.48683, -3.99447], [0.85751, -3.82595, -0.97110], [-2.38191, 3.30025, -1.15834], [3.54042, 2.64468, 2.02521], [-2.61419, 1.33648, 6.53487], [-0.69743, -0.10988, 6.36901], [4.67625, -1.83487, 1.62579], [3.16593, 1.09441, -4.92017], [-2.92958, 2.05057, -1.76791], [-2.74374, -1.38479, -2.67539], [3.03622, 2.62364, 3.31789], [2.70691, 2.34307, 0.95545], [3.43469, -0.26074, -4.96594], [-1.47407, -3.53577, -0.40564], [-4.22270, 0.53276, -2.71706], [-4.96913, -1.48091, -3.65964], [0.84003, 2.02142, 2.51321], [3.63828, -2.42470, 2.33588], [1.70138, 2.32559, 3.56634], [0.74982, 2.60301, -2.76597], [-1.62190, 0.31246, 1.73276], [1.38978, 2.04094, 1.24392], [4.40663, -1.04804, 0.51636], [2.05615, -1.43242, 0.82555], [2.32514, -2.23380, 1.93379], [-3.74557, -2.08106, -3.32327], [-1.74298, -4.81393, -0.87070], [1.82081, -0.76894, -3.21108], [-2.37031, 1.80604, 5.25046], [-0.71832, -5.59403, -1.39265], [-0.14083, 3.66994, -2.20891], [-0.45167, 0.35177, 5.08788], [-0.17186, -3.04217, -0.45705], [-0.88964, -1.02953, 1.79693], [-5.71895, -2.06851, -4.17021], [5.69911, -1.99857, 1.93704], [-6.16470, 0.31224, -3.65950], [4.57929, 2.89074, 1.85395], [-1.94165, 0.56986, 0.69199], [-2.77895, 3.41993, -0.14567], [-0.92863, -6.59508, -1.74334], [-3.44782, 1.72583, 7.10266], [-3.58121, -3.11552, -3.59169], [-4.82636, 2.58371, -2.44756], [0.41888, -0.00808, 4.55046], [-2.74960, -5.20579, -0.81258], [-1.79613, -1.85264, -2.44655], [-0.83211, 4.00407, -2.98648], [-2.62372, 0.20403, 2.16741], [-0.27587, -1.11715, 2.69179], [1.33426, 2.34616, 4.58465], [1.37586, -5.71562, -1.83508], [1.30585, -1.49502, -2.59504], [-2.65437, 4.18958, -1.72999], [1.90444, 3.61306, -4.17840], [-3.01755, 2.56534, 4.82691], [3.66455, 1.79588, -5.57385], [1.88225, -3.46993, -0.97395], [0.71566, 1.84796, 0.38313], [2.89701, -0.22916, -0.75629], [3.00190, -2.22521, -4.22315], [-1.60374, -1.85369, 1.81009], [4.16510, -0.63287, -5.67034], [-1.96735, 0.01796, 8.09211], [1.52990, -2.72850, 2.48057], [-0.61759, 3.64766, -0.21222], [5.21746, -0.59814, -0.04054], [-2.28750, -2.94363, -0.00120], [3.85323, -3.04643, 3.19414], [0.44353, 4.54108, -1.90556], [3.08659, 2.32529, -0.05792], [3.68691, 2.85666, 4.15007], [-0.04254, -0.84540, 6.81656]],
  "atomic_forces_ev_per_a": [[0.04, 0.05, -0.02], [0.01, 0.19, -0.04], [-0.25, -0.41, -0.35], [-0.09, 0.10, -0.01], [-0.17, -0.12, 0.11], [-0.24, 0.04, -0.05], [0.13, 0.12, 0.08], [0.16, 0.05, 0.06], [0.03, 0.01, 0.00], [0.10, 0.04, -0.05], [0.01, 0.02, 0.00], [0.06, -0.07, 0.00], [0.02, -0.02, 0.02], [0.01, -0.15, -0.02], [0.06, -0.12, -0.05], [-0.07, -0.01, 0.09], [0.02, 0.08, -0.06], [0.04, 0.00, -0.03], [-0.04, 0.01, 0.07], [0.01, -0.03, -0.06], [0.00, 0.03, -0.04], [-0.03, -0.02, 0.06], [0.04, 0.00, 0.02], [-0.01, -0.13, 0.03], [0.04, 0.14, 0.11], [-0.05, -0.02, 0.00], [0.00, 0.01, 0.05], [0.08, -0.08, 0.16], [-0.03, 0.02, 0.03], [-0.01, 0.02, -0.01], [-0.04, -0.04, -0.03], [-0.01, 0.02, 0.01], [0.11, 0.06, 0.08], [-0.04, 0.00, -0.01], [-0.03, 0.00, -0.02], [-0.02, 0.17, 0.13], [-0.18, 0.07, -0.12], [-0.20, -0.14, -0.25], [-0.04, 0.01, 0.00], [-0.05, -0.13, 0.06], [0.06, 0.00, 0.04], [0.00, 0.00, -0.01], [0.02, 0.00, 0.00], [0.10, -0.03, -0.06], [-0.02, -0.02, -0.03], [-0.05, 0.00, 0.01], [0.06, 0.08, -0.01], [0.07, 0.02, -0.11], [-0.06, -0.09, 0.06], [0.07, -0.09, 0.03], [-0.01, -0.01, -0.01], [0.01, 0.01, -0.01], [-0.01, 0.02, 0.01], [0.00, 0.00, -0.02], [0.02, -0.05, 0.00], [-0.03, 0.01, -0.04], [0.00, -0.01, -0.01], [-0.01, 0.01, 0.00], [0.01, -0.01, 0.00], [-0.01, -0.01, -0.01], [-0.02, -0.03, -0.01], [0.00, -0.01, 0.00], [0.01, 0.00, 0.03], [0.03, -0.03, -0.01], [0.04, -0.02, 0.00], [0.00, 0.04, 0.02], [-0.02, 0.01, -0.02], [0.01, 0.00, 0.00], [-0.02, 0.04, 0.02], [-0.01, -0.01, 0.02], [0.01, 0.01, -0.01], [0.00, -0.01, 0.00], [0.00, 0.02, -0.01], [-0.03, 0.02, 0.00], [0.36, 0.33, 0.25], [-0.04, -0.03, 0.00], [0.00, -0.01, 0.00], [0.03, 0.00, 0.05], [0.01, 0.01, -0.01], [0.00, 0.00, 0.00], [-0.02, 0.02, -0.03], [0.04, 0.00, 0.01], [0.02, 0.01, 0.00], [0.02, 0.01, 0.00], [0.00, 0.00, 0.01], [-0.01, -0.02, -0.02], [-0.01, 0.02, -0.01], [0.01, 0.00, 0.00], [0.02, 0.00, -0.02]]
}


Entry 2:
{
  "formula": "C42H39F5N12O6S2SbSeY",
  "method": "wB97M-V/def2-TZVPD",
  "e_above_lowest_kj_mol": 135.3,
  "total_charge": -2,
  "homo_energy_ev": -2.5,
  "species": ["Sb", "Y", "Se", "S", "S", "F", "F", "F", "F", "F", "O", "O", "O", "O", "O", "O", "N", "N", "N", "N", "N", "N", "N", "N", "N", "N", "N", "N", "C", "C", "C", "C", "C", "C", "C", "C", "C", "C", "C", "C", "C", "C", "C", "C", "C", "C", "C", "C", "C", "C", "C", "C", "C", "C", "C", "C", "C", "C", "C", "C", "C", "C", "C", "C", "C", "C", "C", "C", "C", "C", "H", "H", "H", "H", "H", "H", "H", "H", "H", "H", "H", "H", "H", "H", "H", "H", "H", "H", "H", "H", "H", "H", "H", "H", "H", "H", "H", "H", "H", "H", "H", "H", "H", "H", "H", "H", "H", "H", "H"],
  "coordinates": [[1.62328, 1.46435, -2.39736], [0.64590, -0.08566, 0.39816], [-0.29861, 2.33091, 0.54443], [-1.83647, -4.30460, -1.73835], [-9.16884, -3.61948, 3.64508], [5.85177, -0.93050, -1.31771], [7.22602, -2.95199, -0.09731], [6.00155, -4.36552, 1.88809], [3.32678, -0.32001, -0.54718], [3.47362, -3.82004, 2.62551], [2.06821, -1.80189, 1.36843], [-9.77674, -4.20041, 2.46081], [0.68805, -1.61211, -1.06944], [-8.03447, -4.34551, 4.17326], [-10.10240, -3.13803, 4.64223], [1.24829, -1.57263, -3.26230], [-0.82540, -0.95069, -2.62845], [-7.15095, -2.11784, 2.62988], [-0.59547, 0.55293, 4.81506], [-0.00232, -5.95192, -0.68744], [-0.28616, -3.88851, 0.37385], [2.29439, 3.24605, 2.58236], [2.52369, 1.00118, 1.86990], [-9.26937, -1.05771, 2.77309], [-2.38008, -1.16426, 1.32674], [0.10012, -0.31743, 2.75350], [1.13833, 1.57030, 3.67078], [-1.71286, -0.88064, -1.54162], [5.33214, -3.37759, 1.26781], [-5.15559, -1.06336, 1.79445], [1.23757, 2.79215, -5.17704], [0.61310, -4.18368, 1.32706], [4.64361, 0.10793, -5.31988], [-7.39560, 0.10657, 1.87039], [-3.07371, -2.23019, 1.75489], [0.87288, -6.23973, 0.25053], [-1.98329, 0.11884, 4.69458], [2.13435, 3.50212, -1.82962], [0.54077, 3.28811, -6.27238], [2.69474, 6.08473, -0.84733], [-1.51642, 2.47307, -5.33491], [5.26391, -1.64067, -0.34903], [3.27684, -2.06614, 1.03929], [1.44421, 4.61710, -2.30147], [-0.83822, 3.12601, -6.35501], [-0.81671, 1.97971, -4.23638], [3.39368, 4.98567, -0.36091], [-6.62311, -1.01938, 2.09781], [4.72024, 1.70845, -3.05684], [3.48007, 0.35786, -4.60030], [5.85026, 0.66323, -4.91193], [3.49696, 1.17621, -3.46233], [-0.24042, 1.29810, 6.00538], [-8.44354, -2.09615, 2.95396], [-4.43398, -2.23035, 2.00982], [0.45513, -1.44561, -2.33305], [0.20468, 0.54441, 3.68991], [-4.45190, 0.03885, 1.32087], [1.99746, 1.90033, 2.61207], [3.97554, -1.35818, 0.04489], [-3.08391, -0.04482, 1.10916], [5.88673, 1.45849, -3.77545], [0.56658, 2.12886, -4.14739], [1.71925, 5.89373, -1.81501], [4.03763, -3.08743, 1.64025], [3.10111, 3.71512, -0.84081], [1.21478, -5.40018, 1.32002], [5.96012, -2.66220, 0.26656], [-0.64901, -4.74645, -0.64692], [-8.72954, 0.02222, 2.22689], [2.31226, 2.92524, -5.12215], [6.82634, 1.87806, -3.43508], [-2.30434, 0.17825, 3.65750], [-4.93590, 0.98751, 1.13052], [-6.99418, 1.01067, 1.43695], [3.17342, 1.42487, 1.21633], [0.83832, 2.37569, 4.19010], [0.85420, -3.40132, 2.03261], [-1.18272, -1.32895, -3.49276], [-0.56627, 2.34703, 5.97142], [3.63680, 2.86671, -0.42488], [-1.34990, 1.48272, -3.43631], [0.83412, 1.26793, 6.16612], [-0.71952, 0.83320, 6.86466], [4.60962, -0.53427, -6.19337], [-4.94556, -3.10984, 2.38089], [1.94991, -5.66554, 2.06565], [6.76015, 0.46158, -5.46713], [-2.61780, 0.78919, 5.27631], [-2.18893, -1.77430, -1.42975], [0.66478, 4.49728, -3.04374], [2.55040, -0.11436, -4.90404], [4.78430, 2.32804, -2.17455], [-2.59201, 2.34799, -5.39185], [-0.65284, -2.95019, 0.32264], [-0.61734, -0.99542, 2.96720], [1.15515, 6.74141, -2.18801], [2.90190, 7.07763, -0.46371], [-2.50160, -3.13743, 1.93338], [1.49609, 3.81453, 2.83271], [2.58932, 3.52584, 1.65543], [-2.38562, -0.14492, -1.70549], [4.15733, 5.11983, 0.39883], [-2.13730, -0.90086, 5.05735], [-9.39435, 0.86780, 2.07248], [-2.51475, 0.83235, 0.78686], [1.36388, -7.20538, 0.15098], [-1.38185, 3.51125, -7.21066], [1.07528, 3.80614, -7.06000]],
  "atomic_forces_ev_per_a": [[0.45, 0.88, -0.22], [0.54, 0.01, 1.60], [-0.59, 0.78, -0.36], [0.14, -0.06, 0.14], [0.08, 0.16, -0.06], [0.02, 0.07, -0.03], [0.02, -0.01, 0.00], [0.01, -0.05, 0.01], [0.05, -0.03, 0.00], [0.04, 0.00, 0.09], [-0.09, 0.12, -0.11], [-0.08, -0.10, -0.06], [0.26, -0.69, -1.39], [0.08, -0.12, 0.07], [-0.10, 0.00, 0.10], [-0.13, -0.18, 0.26], [0.09, -0.05, 0.12], [-0.17, 0.00, 0.08], [0.00, 0.15, -0.11], [-0.01, 0.10, 0.13], [0.08, -0.30, -0.07], [0.10, 0.00, 0.22], [-0.07, -0.09, 0.09], [0.18, -0.09, -0.04], [-0.28, -0.30, 0.04], [-0.14, 0.18, 0.02], [0.02, 0.05, -0.25], [-0.02, -0.01, -0.05], [0.02, -0.05, 0.08], [-0.17, 0.05, 0.00], [-0.10, -0.04, 0.01], [-0.13, 0.16, 0.06], [-0.08, 0.03, 0.07], [-0.01, 0.15, -0.08], [0.24, 0.08, 0.07], [-0.19, 0.03, -0.27], [0.14, -0.02, 0.07], [-0.02, 0.02, 0.23], [-0.04, -0.04, 0.06], [-0.02, -0.05, 0.00], [0.07, -0.01, 0.03], [-0.05, 0.07, -0.03], [-0.23, 0.03, -0.01], [0.12, 0.00, 0.06], [0.04, -0.02, 0.05], [0.07, 0.09, -0.05], [-0.04, -0.01, -0.06], [0.24, -0.08, 0.03], [-0.05, -0.08, -0.18], [0.06, 0.00, 0.17], [-0.01, 0.01, 0.04], [0.04, -0.22, -0.29], [-0.06, -0.03, -0.12], [0.10, 0.16, -0.10], [-0.08, -0.06, 0.03], [0.00, 0.03, -0.09], [0.11, -0.07, 0.28], [0.05, 0.06, 0.02], [-0.03, -0.21, 0.11], [-0.01, 0.10, -0.05], [0.06, 0.09, -0.01], [-0.10, -0.05, 0.01], [-0.12, -0.04, -0.04], [0.02, -0.10, 0.00], [0.03, -0.10, 0.02], [-0.06, 0.01, -0.12], [0.11, -0.25, 0.05], [0.10, -0.06, -0.01], [0.12, -0.18, 0.12], [-0.09, -0.05, 0.06], [-0.03, 0.00, 0.00], [-0.01, 0.00, 0.00], [0.00, -0.01, -0.04], [0.00, -0.02, 0.01], [-0.02, 0.00, 0.00], [-0.01, 0.12, -0.07], [-0.04, 0.10, 0.01], [-0.06, 0.00, -0.04], [-0.04, -0.01, -0.13], [-0.02, 0.01, -0.01], [0.04, -0.01, 0.00], [0.00, 0.00, 0.00], [0.06, -0.01, 0.01], [-0.02, -0.03, 0.04], [-0.02, 0.02, 0.03], [0.05, 0.02, -0.03], [-0.07, 0.00, -0.10], [-0.04, 0.01, 0.02], [0.01, -0.01, 0.00], [-0.05, -0.04, 0.13], [0.00, 0.00, 0.01], [0.07, 0.04, 0.00], [0.00, 0.07, 0.02], [0.03, 0.00, 0.02], [-0.16, 0.18, -0.14], [-0.06, -0.15, 0.03], [0.01, -0.03, 0.00], [0.00, -0.03, -0.03], [-0.03, 0.03, -0.07], [-0.08, 0.01, -0.13], [-0.01, 0.02, -0.05], [0.01, 0.15, 0.03], [-0.01, -0.02, -0.02], [0.01, -0.02, 0.01], [0.00, 0.00, 0.00], [-0.04, -0.19, 0.02], [-0.04, 0.01, 0.00], [0.02, -0.01, 0.03], [0.00, -0.01, -0.01]]
}